A single C3H3N3 molecule at a distorted geometry, computed with ωB97M-V/def2-TZVPD.

The value obtained for the calculated total energy is -280.27315 Eh. The LUMO energy is -0.027 Eh. For the HOMO energy, the calculation gives -10.36 eV. As for the SMILES: C=N/N=C\C#N. The frontier orbital gap comes out at 9.63 eV. The molar mass is 81.1 Da.

Each line ends with the Löwdin charge.
Cartesian coordinates (Å):
C -1.79033 -0.63608 0.05429  -0.001
C 1.13687 0.94426 0.02081  -0.182
C 1.89242 -0.17190 -0.01779  -0.261
H -2.40711 -1.60678 0.04231  0.094
H -2.35086 0.34869 -0.03047  0.080
H 1.56596 1.98052 0.22422  0.143
N -0.48141 -0.55216 -0.09967  -0.064
N -0.13782 0.82860 -0.15001  0.010
N 2.57228 -1.13515 -0.04370  0.182

=====

2 unconnected molecules or ions with the total composition C3H7NO3S at a distorted geometry, computed with ωB97M-V/def2-TZVPD.

The value obtained for the calculated total energy is -797.14706 Eh. The LUMO energy is 0.227 Eh. As for the net charge: -2. For the HOMO energy, the calculation gives 0.66 eV. The frontier orbital gap comes out at 5.52 eV. The molar mass is 137.2 Da.

Each line ends with the Löwdin charge.
Cartesian coordinates (Å):
C 0.89273 -1.24910 -0.62063  -0.319
C -0.44283 -1.13388 0.21095  -0.744
S -0.78711 -2.86509 0.83998  -0.079
N 1.19544 0.11288 -1.23462  -0.029
C 0.39335 1.32766 -0.81432  -0.720
O 0.64895 1.45183 0.45875  -0.152
O 0.00463 2.13499 -1.65788  -0.072
H 1.56178 -1.39201 0.23607  0.069
H 0.82917 -2.05061 -1.35527  0.062
H -1.36608 -0.83986 -0.37444  0.045
H -0.32448 -0.44069 1.02482  0.002
H 1.41085 -0.10839 -2.20496  0.058
H -0.64850 1.98614 1.66810  0.005
H -1.96296 1.36584 1.58367  -0.024
O -1.40494 1.70027 2.23979  -0.102

=====

A molecular structure, C6H20CrN6O4 at a distorted geometry, computed with ωB97M-V/def2-TZVPD.

The value obtained for the calculated total energy is -1912.79602 Eh. The LUMO energy (spin up / spin down) is -0.485 / -0.489 Eh. As for the net charge: +3. For the HOMO energy (spin up / spin down), the calculation gives -19.72 / -19.72 eV. The multiplicity is 4. The frontier orbital gap (spin up / spin down) comes out at 6.54 / 6.42 eV. The molar mass is 292.3 Da.

Each line ends with the Mulliken spin population.
Cartesian coordinates (Å):
Cr 1.44319 0.07095 0.11624  3.237
C 2.28419 -1.33405 1.92924  0.001
O 2.46919 -1.11605 3.31924  -0.008
N 2.88519 -0.75405 0.99124  -0.040
N 1.11919 -1.30705 1.26324  -0.066
H 3.40419 0.04495 1.49224  0.007
H 3.84819 -1.28505 0.97924  0.000
H 0.44219 -1.27305 2.03924  0.011
H 0.90719 -2.37005 0.96824  0.021
C 1.39219 2.56995 0.60424  -0.009
O 0.33019 3.32095 0.27424  0.007
N 0.95919 1.50395 1.21924  -0.068
N 2.10419 1.80395 -0.22076  -0.037
H 0.09919 1.92395 1.67124  0.008
H 1.23319 1.61995 2.31724  0.018
H 2.13319 2.27695 -1.28676  0.012
H 3.06119 2.26595 -0.05976  0.008
C 0.63319 -0.51505 -2.32376  -0.044
O 0.95319 0.23595 -3.47476  0.094
N 0.15619 0.11195 -1.26076  -0.058
N 1.53519 -0.92605 -1.47476  -0.098
H -0.16381 1.06295 -1.73776  0.015
H -0.82981 -0.41705 -1.09876  -0.031
H 2.45619 -0.76005 -2.03176  0.008
H 1.31719 -1.96905 -1.37776  0.011
C -2.24381 0.44795 0.54924  0.016
C -2.71981 -0.88005 -0.13276  -0.004
C -4.06681 -0.49905 -0.81876  0.000
O -2.01081 -1.37505 -1.00176  -0.001
H -1.34681 0.37595 1.16624  -0.011
H -3.01781 0.86495 1.19524  0.000
H -2.04281 1.18495 -0.18676  -0.001
H -3.01181 -1.57005 0.65624  0.000
H -3.94081 0.35395 -1.42476  0.000
H -4.88881 -0.19005 -0.17776  0.000
H -4.40381 -1.31505 -1.40476  0.000
H -2.47881 -2.18405 -1.25676  0.000

=====

A molecular structure, C49H60AuGe2O2SbSi at a distorted geometry, computed with ωB97M-V/def2-TZVPD.

The value obtained for the calculated total energy is -6872.63731 Eh. The LUMO energy (spin up / spin down) is -0.157 / -0.174 Eh. As for the net charge: +1. For the HOMO energy (spin up / spin down), the calculation gives -9.46 / -9.51 eV. The multiplicity is 2. The frontier orbital gap (spin up / spin down) comes out at 5.18 / 4.78 eV. The molar mass is 1173.0 Da.

Each line ends with the Mulliken spin population.
Cartesian coordinates (Å):
Au -0.39681 0.03229 0.40021  -0.116
C 2.57481 3.83160 2.12667  0.042
Ge 3.33165 3.05622 0.52157  0.329
C 2.97369 4.10501 -1.07124  0.028
C 5.28442 2.97663 0.62740  0.061
Ge 2.21430 0.52695 0.37890  -0.125
C 2.72366 0.02220 2.20896  0.034
C 3.95228 0.37202 2.76755  0.044
C 4.31690 -0.10887 4.01751  -0.007
C 3.45007 -0.92350 4.73216  0.009
C 2.20953 -1.24712 4.20186  -0.002
C 1.84567 -0.77360 2.94866  0.041
C 3.49130 -0.01318 -0.99650  0.075
C 4.84041 -0.11849 -0.66527  0.013
C 5.75492 -0.56369 -1.61068  -0.021
C 5.33376 -0.88976 -2.89207  0.018
C 3.98895 -0.79427 -3.22559  -0.008
C 3.06911 -0.36412 -2.27978  0.062
H 3.04619 4.81045 2.25156  0.011
H 2.77610 3.22104 3.00643  -0.004
H 1.49965 3.95955 2.00351  -0.003
H 3.81419 4.79341 -1.17846  0.004
H 2.05295 4.67431 -0.96014  -0.001
H 2.90444 3.49367 -1.97110  -0.002
H 5.58451 4.02815 0.67406  0.009
H 5.71335 2.53209 -0.26974  -0.002
H 5.67952 2.47239 1.50628  -0.006
H 4.63133 1.02175 2.23762  -0.030
H 5.27920 0.15907 4.43513  0.001
H 3.73655 -1.29756 5.70650  0.000
H 1.52111 -1.86423 4.76609  0.001
H 0.87100 -1.02347 2.55046  -0.008
H 5.18461 0.12641 0.33067  -0.004
H 6.80005 -0.65484 -1.34261  0.000
H 6.05139 -1.22426 -3.63034  0.001
H 3.65582 -1.05980 -4.22104  0.000
H 2.02171 -0.32564 -2.54472  0.013
C -4.07072 4.13687 -2.29104  0.004
C -3.33050 3.07449 -2.79120  -0.001
C -2.89140 2.07560 -1.93353  0.000
C -3.18465 2.11988 -0.56854  0.007
C -3.91048 3.20860 -0.07696  0.009
C -4.35538 4.20640 -0.93290  -0.002
Si -2.74058 0.71582 0.56671  0.055
C -3.93380 -0.68829 0.18590  0.011
C -4.67973 -0.72758 -0.99750  0.006
C -5.63893 -1.71144 -1.20944  -0.003
C -5.88158 -2.66910 -0.23422  0.004
C -5.14936 -2.64861 0.94607  -0.003
C -4.17795 -1.67793 1.14186  -0.001
C -2.91458 1.17174 2.37440  0.017
C -4.09591 0.94173 3.08741  0.001
C -4.19265 1.27150 4.43363  0.000
C -3.10657 1.83298 5.09173  0.002
C -1.93055 2.08399 4.39750  0.000
C -1.83760 1.75644 3.05213  0.030
H -4.42882 4.91108 -2.95859  0.000
H -3.08895 3.02542 -3.84617  0.000
H -2.31958 1.24477 -2.33846  -0.004
H -4.13640 3.27401 0.98196  0.001
H -4.92569 5.03938 -0.54078  0.000
H -4.52902 0.03558 -1.75334  0.000
H -6.21406 -1.71500 -2.12769  0.000
H -6.64378 -3.42295 -0.38680  0.000
H -5.34836 -3.38321 1.71838  0.000
H -3.62921 -1.65422 2.07603  0.001
H -4.95349 0.50581 2.58635  0.000
H -5.11779 1.09165 4.96776  0.000
H -3.17690 2.07880 6.14383  0.000
H -1.08761 2.53805 4.90462  0.000
H -0.91580 1.97218 2.51506  -0.016
O -0.43201 3.94228 0.03027  0.020
C 0.10752 3.05021 -0.56710  0.065
O 0.74047 2.06261 0.11399  0.280
C 0.15498 3.00839 -2.05740  -0.023
C 0.54611 1.86878 -2.73841  0.015
C 0.60288 1.85598 -4.12394  0.000
C 0.27570 3.00554 -4.83153  0.000
C -0.12614 4.15072 -4.15088  0.000
C -0.19710 4.14970 -2.76782  0.002
H 0.79475 0.98974 -2.16695  -0.010
H 0.90310 0.95884 -4.65283  0.000
H 0.34125 3.01454 -5.91217  0.000
H -0.38632 5.04303 -4.70586  0.000
H -0.52450 5.02383 -2.21964  0.001
C -2.43819 -4.69510 0.47302  0.001
C -1.19152 -4.20367 1.19493  -0.001
C -1.49800 -3.68087 2.60054  -0.005
Sb -0.05926 -2.67873 0.15642  0.031
C 1.78427 -3.82204 0.34113  0.029
C 1.71337 -4.99655 -0.62989  0.002
C 3.05674 -3.02658 0.13844  0.005
C -0.32477 -2.72222 -2.00173  0.008
C -1.04995 -1.47641 -2.49881  -0.014
C -1.01793 -3.98005 -2.52403  0.002
H -2.97884 -5.38210 1.13214  0.000
H -2.19539 -5.24007 -0.43731  0.000
H -3.11275 -3.88030 0.22102  -0.001
H -0.45908 -5.00921 1.26907  0.000
H -2.24477 -2.89138 2.57175  0.001
H -0.60777 -3.28695 3.10053  0.000
H -1.88922 -4.49345 3.21885  0.000
H 1.74702 -4.17963 1.37399  0.000
H 1.76435 -4.65562 -1.66589  0.000
H 0.80887 -5.59688 -0.50968  0.000
H 2.56915 -5.65556 -0.45864  0.001
H 3.12286 -2.64523 -0.87941  0.001
H 3.92794 -3.66855 0.30501  0.001
H 3.12994 -2.19038 0.82935  -0.003
H 0.71505 -2.69690 -2.34790  -0.001
H -0.58691 -0.55378 -2.14678  0.014
H -2.09461 -1.46838 -2.17688  0.000
H -1.03517 -1.45569 -3.59359  0.000
H -2.06531 -3.99926 -2.22291  0.000
H -0.54248 -4.90113 -2.18933  0.000
H -0.99220 -3.97471 -3.61783  0.000

=====

A molecular structure, C30H42N4OP2Pt at a distorted geometry, computed with ωB97M-V/def2-TZVPD.

The value obtained for the calculated total energy is -2264.44151 Eh. The LUMO energy (spin up / spin down) is 0.023 / -0.086 Eh. For the HOMO energy (spin up / spin down), the calculation gives -4.44 / -8.53 eV. The multiplicity is 3. The frontier orbital gap (spin up / spin down) comes out at 5.07 / 6.20 eV. The molar mass is 731.7 Da.

Each line ends with the Mulliken spin population.
Cartesian coordinates (Å):
Pt -0.92169 2.34417 4.20259  0.611
C 1.20128 2.80992 3.71581  0.081
C 0.50537 2.77499 2.51177  0.329
C 0.53059 1.61965 1.52470  -0.121
C -0.62628 0.61203 1.73271  0.125
C -0.97778 0.36475 3.18297  -0.064
C -0.07985 0.25224 4.23927  0.326
C 1.43336 0.28120 4.10213  -0.006
C 2.03858 1.69268 4.29774  0.063
C -2.62114 1.89300 5.30901  0.085
H 1.36355 3.78615 4.16893  -0.004
H 0.14473 3.72456 2.12323  0.029
H 1.49549 1.10820 1.58029  -0.005
H 0.45681 2.02546 0.51047  -0.008
H -1.52478 1.00145 1.24198  0.002
H -0.38631 -0.33816 1.23137  0.046
H -1.99375 0.01323 3.35357  0.005
H -0.46518 -0.15053 5.17303  0.023
H 1.72320 -0.12574 3.12944  -0.007
H 1.86481 -0.38687 4.85488  0.007
H 2.13948 1.88692 5.37093  0.006
H 3.05663 1.72203 3.87997  0.006
H -2.68003 2.50583 6.21426  -0.004
H -2.65043 0.83330 5.59329  -0.015
H -3.50613 2.11250 4.69744  0.026
P -0.96895 -2.99426 -2.84168  0.000
P 0.48058 -0.28732 -3.65074  -0.001
N -0.46465 -4.26795 -1.75866  0.000
N -2.17325 -3.76849 -3.81789  0.000
N 2.08530 -0.36266 -3.00105  0.000
N 0.59518 0.99526 -4.83017  0.000
C 0.46297 -3.04585 -4.01602  0.000
C 0.54557 -1.73355 -4.80657  0.000
C -0.14321 -3.98169 -0.43224  0.001
C 0.48823 -5.07643 0.10762  0.001
C 0.56141 -6.07225 -0.91437  0.000
C -0.01936 -5.55276 -2.04834  0.000
C -3.52934 -3.49919 -3.62402  0.000
C -4.25848 -4.30486 -4.46048  0.000
C -3.33167 -5.10360 -5.19828  0.000
C -2.06575 -4.76437 -4.79056  0.000
C 2.36429 0.14299 -1.72990  -0.003
C 3.71273 0.03678 -1.50403  -0.001
C 4.29526 -0.55059 -2.66886  0.000
C 3.28791 -0.78423 -3.57131  0.000
C 1.62653 1.29933 -5.71148  0.000
C 1.14338 2.18095 -6.65065  0.000
C -0.23332 2.42247 -6.35379  0.000
C -0.54610 1.68636 -5.23625  0.000
H 0.31602 -3.90996 -4.67432  0.000
H 1.39778 -3.19773 -3.46895  0.000
H 1.48025 -1.65767 -5.37437  0.000
H -0.28284 -1.68796 -5.51931  0.000
H -0.40009 -3.02046 -0.01188  0.001
H 0.84096 -5.16585 1.12568  0.000
H 0.97477 -7.06723 -0.81825  0.000
H -0.17108 -5.98065 -3.02679  0.000
H -3.82911 -2.75155 -2.90420  0.000
H -5.33602 -4.31821 -4.54576  0.000
H -3.57092 -5.84068 -5.95259  0.000
H -1.10463 -5.13305 -5.11414  0.000
H 1.56065 0.52515 -1.11768  0.007
H 4.22882 0.33596 -0.60258  0.001
H 5.34035 -0.78346 -2.82159  0.000
H 3.32014 -1.22162 -4.55720  0.000
H 2.60801 0.87240 -5.57891  0.000
H 1.71851 2.62441 -7.45238  0.000
H -0.90631 3.07745 -6.88913  0.000
H -1.46655 1.57785 -4.68139  0.000
C 0.31869 5.34098 6.29214  0.010
C -0.93216 4.49237 6.02692  -0.003
C -2.14908 5.21585 6.61677  0.062
O -1.14730 4.29270 4.64405  0.400
H 0.24657 6.31987 5.77299  0.003
H 1.24347 4.82891 5.97973  -0.003
H 0.42506 5.52148 7.38365  0.002
H -0.78408 3.51789 6.53382  -0.010
H -2.26901 6.21408 6.14505  0.000
H -3.08516 4.64970 6.44555  -0.003
H -2.02152 5.35195 7.71303  0.000

=====

A single C15H11ClN8 molecule at a distorted geometry, computed with ωB97M-V/def2-TZVPD.

The value obtained for the calculated total energy is -1476.48017 Eh. The LUMO energy is -0.024 Eh. For the HOMO energy, the calculation gives -8.30 eV. As for the SMILES: Nc1cc2c(-n3nc(-c4ccccn4)nc3N)ncnc2cc1Cl. The frontier orbital gap comes out at 7.65 eV. The molar mass is 338.8 Da.

Each line ends with the Löwdin charge.
Cartesian coordinates (Å):
Cl -5.80283 -0.05215 2.11955  0.672
N 0.81461 0.23288 -0.23625  0.144
N 2.41265 -1.01078 -1.29247  0.187
N 4.40231 0.14659 0.59227  0.118
N -1.34489 -0.68649 -2.83666  0.134
N -3.68677 -0.73695 -2.48393  0.133
C 2.08483 -0.06251 -0.30678  -0.268
C 1.23576 -1.26455 -1.76319  -0.416
C -2.59884 -0.73390 -3.27150  -0.169
C 5.30099 0.80195 1.31130  -0.130
C 3.12251 0.62007 0.49326  -0.203
C 4.97394 2.01739 1.96137  -0.065
C 2.76194 1.79819 1.11574  -0.037
C 3.69682 2.51237 1.83490  -0.079
C -4.36665 -0.29728 1.11812  -0.542
C -3.06748 -0.36972 1.66139  -0.334
C -4.53940 -0.49197 -0.25291  -0.020
C -1.12977 -0.59419 -1.52710  -0.171
C -2.01657 -0.42050 0.76646  0.032
C -3.46331 -0.60151 -1.15616  -0.247
C -2.18778 -0.53804 -0.62837  -0.102
N 1.20437 -2.09266 -2.85893  0.127
N -2.84409 -0.21486 3.01715  0.102
N 0.22110 -0.56225 -1.16550  0.019
H -2.78682 -0.82272 -4.32176  0.104
H 6.29557 0.45613 1.49560  0.095
H 5.71313 2.55086 2.53270  0.094
H 1.78145 2.22443 1.03740  0.103
H 3.40951 3.42149 2.34112  0.105
H -5.55559 -0.56472 -0.63572  0.116
H -1.00470 -0.56671 1.19010  0.122
H 2.10886 -2.18884 -3.34126  0.112
H 0.36899 -1.91513 -3.47762  0.093
H -3.61114 0.05555 3.61392  0.064
H -1.90267 -0.04944 3.35381  0.105

=====

- What is the calculated total energy in the second record?
  -797.14706 Eh

=====

- Which of these has the highest calculated total energy?
  C3H3N3